(1)
Molecular formula: C5H9NO2S
Method: DFT, ωB97M-V/def2-TZVPD

Values from the calculation:
- Maximum force: 4.0 eV/A
- Net charge: 0
- ΔE to the lowest compared entry with this formula, charge and spin: 2.631 eV
- Multiplicity: 1
- E: -21749.0302 eV
- LUMO level: 0.63 eV
- Gap between HOMO and LUMO: 9.71 eV

CARTESIAN COORDINATES (ANGSTROEM)
C: -1.37 1.93 -0.10
C: -1.65 1.05 1.16
C: -0.43 1.05 -0.88
C: 2.54 -1.28 0.37
C: -0.41 -0.20 -0.47
N: 2.22 -2.25 -0.51
O: -2.92 -0.52 -0.54
O: 2.17 -1.05 1.47
S: -1.87 -0.66 0.45
H: -2.30 2.04 -0.69
H: -0.91 2.85 0.17
H: -0.73 0.99 1.65
H: -2.53 1.38 1.81
H: 0.35 1.49 -1.47
H: 3.31 -0.63 -0.18
H: 0.30 -1.00 -0.73
H: 2.83 -2.38 -1.35
H: 1.41 -2.80 -0.15

=====

(2)
Molecular formula: C5H9NO2S
Method: DFT, ωB97M-V/def2-TZVPD

Values from the calculation:
- Maximum force: 5.3 eV/A
- Net charge: 0
- ΔE to the lowest compared entry with this formula, charge and spin: 6.050 eV
- Multiplicity: 1
- E: -21745.6109 eV
- LUMO level: 0.32 eV
- Gap between HOMO and LUMO: 8.88 eV

CARTESIAN COORDINATES (ANGSTROEM)
C: -0.47 -0.98 1.07
C: 1.51 0.80 0.50
C: 1.85 -1.03 -0.28
C: -0.51 -0.28 -1.03
C: 0.61 -0.36 0.06
N: -1.96 1.43 0.03
O: -3.04 -0.96 0.05
O: 2.54 -0.13 0.57
S: -1.76 -0.27 0.25
H: -0.17 -0.95 2.15
H: 1.54 1.58 -0.29
H: 1.38 1.23 1.41
H: 1.93 -2.03 0.05
H: 2.21 -0.96 -1.32
H: -0.50 0.55 -1.73
H: -0.44 -1.23 -1.55
H: -2.48 1.69 -0.80
H: -2.23 1.90 0.86

=====

(3)
Molecular formula: C5H9NO2S
Method: DFT, ωB97M-V/def2-TZVPD

Values from the calculation:
- Maximum force: 4.9 eV/A
- Net charge: 0
- ΔE to the lowest compared entry with this formula, charge and spin: 2.028 eV
- Multiplicity: 1
- E: -21749.6335 eV
- LUMO level: 0.54 eV
- Gap between HOMO and LUMO: 9.49 eV
- SMILES: O=C(O)[C@@]1(S)CCNC1

CARTESIAN COORDINATES (ANGSTROEM)
O: -2.57 -1.17 0.54
C: -1.50 -1.07 0.08
O: -0.75 -2.07 -0.21
C: -0.83 0.33 0.01
S: -1.97 1.61 -0.34
C: 0.10 0.44 1.19
C: 1.57 0.16 0.74
N: 1.34 -0.51 -0.57
C: 0.46 0.33 -1.31
H: 0.15 -1.64 -0.33
H: -3.02 0.83 -0.47
H: -0.10 -0.16 2.06
H: -0.02 1.46 1.42
H: 2.02 1.26 0.64
H: 2.28 -0.46 1.16
H: 2.24 -0.67 -0.99
H: 0.11 -0.02 -2.29
H: 0.48 1.35 -1.35

=====

(4)
Molecular formula: C5H9NO2S
Method: DFT, ωB97M-V/def2-TZVPD

Values from the calculation:
- Maximum force: 2.9 eV/A
- Net charge: 0
- ΔE to the lowest compared entry with this formula, charge and spin: 2.544 eV
- Multiplicity: 3
- E: -21744.0887 eV
- LUMO level (alpha / beta): 0.67 / -2.06 eV
- Gap between HOMO and LUMO (alpha / beta): 7.07 / 7.46 eV

CARTESIAN COORDINATES (ANGSTROEM)
C: -1.62 0.40 -1.50
C: -0.24 -1.68 -1.18
C: -2.17 -1.12 0.31
C: 1.51 2.04 0.31
C: -1.32 -0.71 -0.83
N: 1.87 1.43 1.38
O: 3.28 1.41 1.57
O: 1.20 0.86 2.31
S: -1.78 1.76 -2.33
H: 0.78 -1.43 -0.80
H: 0.05 -1.92 -2.25
H: -0.43 -2.69 -0.82
H: -2.47 -2.15 0.20
H: -3.14 -0.52 0.36
H: -1.76 -1.06 1.31
H: 2.30 2.45 -0.33
H: 0.50 2.02 -0.07
H: 3.44 0.92 2.36

=====

(5)
Molecular formula: C5H9NO3
Method: DFT, ωB97M-V/def2-TZVPD

Values from the calculation:
- Maximum force: 3.9 eV/A
- Net charge: 0
- ΔE to the lowest compared entry with this formula, charge and spin: 3.271 eV
- Multiplicity: 1
- E: -12961.4354 eV
- LUMO level: -1.24 eV
- Gap between HOMO and LUMO: 8.02 eV

CARTESIAN COORDINATES (ANGSTROEM)
C: 2.77 0.66 -1.01
C: 1.66 1.58 -0.60
O: -0.29 0.04 -0.10
C: 0.00 -0.60 0.94
O: 0.00 -1.81 1.13
N: 0.74 0.17 1.96
C: 1.41 1.30 1.84
C: 1.52 2.09 0.67
H: 3.15 0.06 -0.17
H: 2.40 -0.04 -1.77
H: 3.58 1.24 -1.46
H: 1.26 2.20 -1.41
H: 0.63 -0.20 2.90
H: 1.87 1.66 2.76
H: 1.30 3.16 0.79
O: -2.37 -2.18 -1.88
H: -1.76 -1.73 -1.29
H: -3.23 -2.18 -1.42

=====

(6)
Molecular formula: C5H9NO3
Method: DFT, ωB97M-V/def2-TZVPD

Values from the calculation:
- Maximum force: 4.2 eV/A
- Net charge: 0
- ΔE to the lowest compared entry with this formula, charge and spin: 5.200 eV
- Multiplicity: 1
- E: -12959.5058 eV
- LUMO level: 0.92 eV
- Gap between HOMO and LUMO: 10.11 eV

CARTESIAN COORDINATES (ANGSTROEM)
C: 0.11 2.11 2.53
C: -0.76 -0.07 0.76
C: 0.90 0.25 -0.98
C: -1.44 -1.09 -0.20
C: 0.30 -0.88 -1.81
N: 0.68 -0.10 0.42
O: 1.38 0.79 1.28
O: 0.37 3.13 2.12
O: -1.12 -0.92 -1.59
H: -1.15 1.08 0.70
H: -0.98 -0.26 1.82
H: 1.99 0.25 -1.07
H: 0.35 1.23 -1.40
H: -1.21 -2.10 0.20
H: -2.58 -1.21 -0.20
H: 0.45 -0.66 -2.98
H: 0.84 -1.91 -1.50
H: 1.86 0.34 1.91

=====

(7)
Molecular formula: C5H9NO3S
Method: DFT, ωB97M-V/def2-TZVPD

Values from the calculation:
- Maximum force: 4.3 eV/A
- Net charge: 0
- ΔE to the lowest compared entry with this formula, charge and spin: 4.036 eV
- Multiplicity: 1
- E: -23795.2503 eV
- LUMO level (alpha / beta): -0.64 / -0.64 eV
- Gap between HOMO and LUMO (alpha / beta): 9.05 / 9.05 eV

CARTESIAN COORDINATES (ANGSTROEM)
C: -1.33 -0.15 -1.60
C: -1.11 0.25 -0.12
C: 1.12 -0.29 0.32
C: -2.14 -0.39 0.79
C: 1.99 0.80 0.84
N: -0.17 -0.44 -2.22
O: -2.40 -0.10 -2.13
O: 2.17 0.49 -1.98
O: 1.99 -1.92 -1.68
S: 1.42 -0.58 -1.42
H: -0.82 1.27 0.13
H: 1.13 -1.12 1.01
H: -2.99 -0.84 0.19
H: -2.61 0.34 1.45
H: -1.82 -1.15 1.52
H: 2.04 1.67 0.29
H: 3.00 0.35 1.16
H: 1.44 1.17 1.81
H: -0.25 -0.64 -3.23

=====

(8)
Molecular formula: C5H9NO3S2
Method: DFT, ωB97M-V/def2-TZVPD

Values from the calculation:
- Maximum force: 4.8 eV/A
- Net charge: 0
- ΔE to the lowest compared entry with this formula, charge and spin: 1.400 eV
- Multiplicity: 1
- E: -34629.5235 eV
- LUMO level (alpha / beta): -0.30 / -0.30 eV
- Gap between HOMO and LUMO (alpha / beta): 8.04 / 8.04 eV
- SMILES: C=C/C(=N\S)OS(=O)(=O)CC

CARTESIAN COORDINATES (ANGSTROEM)
C: -1.34 -2.51 0.30
C: -1.95 -1.32 0.49
C: -1.51 -0.05 -0.05
N: -2.38 0.95 -0.28
S: -4.02 0.80 -0.02
O: -0.10 0.10 -0.43
S: 1.63 -0.77 -0.07
O: 1.72 -1.09 1.30
O: 1.89 -1.81 -1.01
C: 2.44 0.77 -0.68
C: 1.94 1.94 0.08
H: -1.65 -3.38 0.82
H: -0.65 -2.88 -0.46
H: -2.80 -1.18 1.07
H: -4.39 2.03 0.36
H: 3.55 0.59 -0.74
H: 2.26 0.75 -1.74
H: 2.04 1.92 1.24
H: 2.46 3.00 -0.16
H: 0.87 2.13 -0.02

=====

What did the sixth record say?
Molecular formula: C5H9NO3
Method: DFT, ωB97M-V/def2-TZVPD

Values from the calculation:
- Maximum force: 4.2 eV/A
- Net charge: 0
- ΔE to the lowest compared entry with this formula, charge and spin: 5.200 eV
- Multiplicity: 1
- E: -12959.5058 eV
- LUMO level: 0.92 eV
- Gap between HOMO and LUMO: 10.11 eV

CARTESIAN COORDINATES (ANGSTROEM)
C: 0.11 2.11 2.53
C: -0.76 -0.07 0.76
C: 0.90 0.25 -0.98
C: -1.44 -1.09 -0.20
C: 0.30 -0.88 -1.81
N: 0.68 -0.10 0.42
O: 1.38 0.79 1.28
O: 0.37 3.13 2.12
O: -1.12 -0.92 -1.59
H: -1.15 1.08 0.70
H: -0.98 -0.26 1.82
H: 1.99 0.25 -1.07
H: 0.35 1.23 -1.40
H: -1.21 -2.10 0.20
H: -2.58 -1.21 -0.20
H: 0.45 -0.66 -2.98
H: 0.84 -1.91 -1.50
H: 1.86 0.34 1.91

=====

Among the records above, which one has the highest ΔE to the lowest compared entry with this formula, charge and spin?
number 2

=====

What is the formula in the second record?
C5H9NO2S

=====

What is the formula in the fourth record?
C5H9NO2S